The following is a quantum chemistry calculation of a cluster of 4 separate species, C4H15O4 in total in a non-equilibrium geometry, from the OMol25 dataset.

Calculated values
Net charge: -1
Strongest force on any atom, eV/A: 7.4
Orbital gap, hartree: 0.2011
Relative energy (zero: lowest compared OMol25 entry of this formula, charge and spin), kcal per mole: 216.0

The geometry in XYZ format:
```
23
Properties=species:S:1:pos:R:3:forces:R:3:mulliken_charge:R:1
C 0.284753 0.277422 -0.252594 1.3 1.1 -3.3 -0.443
O 0.626633 -0.972788 -0.719554 -0.2 1.9 -3.6 -0.846
H -0.000587 0.223442 0.798016 -0.2 2.5 0.7 0.564
H 1.141913 0.937022 -0.387884 -3.1 -2.9 1.8 -0.184
H -0.588467 0.683672 -0.763034 1.0 1.2 -0.2 0.098
C -2.202497 -0.530348 -0.556034 -0.7 0.5 1.3 -0.377
O -2.066157 -1.618308 -1.389314 -0.8 -1.3 -1.0 -0.436
H -3.199957 -0.472538 -0.120344 -0.5 0.0 0.1 0.465
H -1.515557 -0.651708 0.281516 -0.7 0.3 -0.4 0.049
H -2.012947 0.410702 -1.072364 -0.4 -0.2 0.0 0.157
H -2.970777 -1.908208 -1.527964 0.1 -0.4 -0.4 0.298
C -0.610537 -2.157558 1.839396 1.3 0.0 0.0 -0.814
O 0.473633 -1.477858 1.272386 -0.2 -3.1 6.7 -0.603
H -1.033357 -2.777898 1.049136 -0.4 -0.5 0.2 0.280
H -0.212457 -2.720158 2.683856 -0.2 -0.6 0.0 0.277
H -1.400157 -1.539928 2.267326 -0.4 0.5 0.1 0.235
H 0.136773 -0.880448 0.600656 0.5 -2.9 -0.2 0.260
C 2.511023 2.264172 -0.492914 2.1 -0.7 0.0 -0.952
O 2.838333 3.121182 -1.563014 -0.1 1.1 0.1 -0.537
H 2.483253 2.719272 0.497136 -0.5 0.5 0.0 0.250
H 1.664003 1.608762 -0.695694 1.9 3.2 -1.0 0.661
H 3.337223 1.561112 -0.387184 0.2 -0.2 -0.1 0.299
H 2.315913 3.900982 -1.361534 0.1 0.3 -0.6 0.299
```
Forces are in eV/Å.

The following is a quantum chemistry calculation of the molecule C2H2N10O in a non-equilibrium geometry, from the OMol25 dataset.

Calculated values
Strongest force on any atom, eV/A: 3.0
Orbital gap, hartree: 0.3582

The geometry in XYZ format:
```
15
Properties=species:S:1:pos:R:3:forces:R:3:mulliken_charge:R:1
O 0.806375 0.088595 -1.516911 0.1 1.0 -0.7 -0.602
N 0.276407 -0.181693 -0.496317 0.9 -2.6 1.2 1.135
N -0.599573 0.254342 0.254087 -0.1 -0.2 1.7 -0.658
N -0.978841 1.548674 0.147613 -1.5 1.3 0.1 0.638
C -1.785548 2.258501 1.061851 0.4 -0.7 -0.5 0.023
N -2.086278 3.428376 0.532433 0.7 -2.4 0.7 -0.268
N -1.512404 3.375113 -0.686529 -0.2 2.2 -1.7 -0.386
N -0.892601 2.330448 -0.979057 0.2 -0.8 0.8 -0.064
N 0.867187 -1.583865 0.067392 1.0 -1.1 -2.5 0.230
C 1.627483 -2.366509 -0.795859 -0.2 0.0 2.3 -0.113
N 2.137334 -3.410705 -0.163208 -1.7 2.1 -0.7 -0.337
N 1.598291 -3.267090 1.079740 0.8 -1.4 0.9 -0.275
N 0.884717 -2.252166 1.231302 -1.4 1.7 1.2 -0.256
H -2.127468 1.849862 2.020602 0.4 0.2 -0.6 0.419
H 1.784918 -2.071884 -1.757141 0.5 0.5 -2.4 0.514
```
Forces are in eV/Å.

Molecular weight (g/mol)
127.16, 182.11